*1*
{"formula": "C5H11NO", "method": "ωB97M-V with the def2-TZVPD basis set", "symbols": ["C", "O", "C", "C", "C", "C", "N", "H", "H", "H", "H", "H", "H", "H", "H", "H", "H", "H"], "coordinates": [[0.072, -1.880, -0.011], [-0.430, -2.145, -1.308], [-0.738, -0.819, 0.754], [-1.276, 0.293, -0.183], [-0.189, 1.398, -0.210], [1.977, 2.029, 0.374], [0.915, 1.338, 0.736], [1.174, -1.519, -0.090], [0.245, -2.704, 0.631], [-0.774, -3.061, -1.439], [-0.144, -0.350, 1.460], [-1.513, -1.438, 1.349], [-2.327, 0.659, 0.231], [-1.538, -0.146, -1.144], [-0.628, 2.363, -0.295], [0.421, 1.322, -1.154], [2.942, 2.093, 0.834], [1.811, 2.568, -0.533]], "spin_multiplicity": 2, "molar_mass_g_mol": 101.15, "charge": 1, "homo_ev": [-13.98, -13.87], "orbital_gap_ev": [8.457, 4.727], "s2": 0.766}

---

*2*
{"formula": "C5H11NO", "method": "ωB97M-V with the def2-TZVPD basis set", "symbols": ["C", "C", "C", "N", "C", "C", "O", "H", "H", "H", "H", "H", "H", "H", "H", "H", "H", "H"], "coordinates": [[1.398, -0.952, -0.576], [2.030, 0.073, 0.307], [-0.038, -0.488, -1.029], [-1.072, -0.145, -0.104], [-1.851, 0.991, -0.696], [-1.015, -0.203, 1.340], [-0.310, -0.323, -2.195], [1.253, -1.971, -0.023], [2.003, -1.006, -1.515], [1.761, 0.153, 1.384], [3.068, -0.304, 0.328], [2.125, 1.067, -0.106], [-2.192, 0.692, -1.701], [-2.776, 1.091, 0.044], [-1.209, 1.871, -0.693], [-2.003, 0.117, 1.664], [-0.799, -1.227, 1.852], [-0.375, 0.564, 1.719]], "spin_multiplicity": 2, "molar_mass_g_mol": 101.15, "charge": 1, "homo_ev": [-15.54, -15.34], "orbital_gap_ev": [12.018, 6.944], "s2": 0.768}

---

*3*
{"formula": "C5H11NO", "method": "ωB97M-V with the def2-TZVPD basis set", "symbols": ["N", "C", "C", "C", "C", "C", "H", "H", "H", "H", "H", "H", "H", "H", "H", "H", "H", "O"], "coordinates": [[-0.020, 2.152, 0.615], [0.863, 1.136, 0.254], [0.419, 0.334, -0.740], [-0.986, 0.261, -1.069], [-1.950, -0.676, -1.080], [2.110, 0.670, 1.062], [-0.520, 2.276, 1.504], [-0.593, 2.528, -0.209], [1.024, 0.078, -1.614], [-1.405, 1.270, -1.405], [-2.997, -0.538, -0.856], [-1.527, -1.661, -1.375], [2.241, -0.266, 1.579], [3.072, 0.787, 0.457], [2.222, 1.376, 1.897], [-1.184, -3.786, 0.548], [-0.315, -2.562, 0.420], [-0.454, -3.379, 0.011]], "spin_multiplicity": 2, "molar_mass_g_mol": 101.15, "charge": 1, "homo_ev": [-13.83, -13.77], "orbital_gap_ev": [9.174, 6.351], "s2": 0.759}

---

*4*
{"formula": "C5H11NO", "method": "ωB97M-V with the def2-TZVPD basis set", "symbols": ["N", "C", "C", "C", "C", "C", "O", "H", "H", "H", "H", "H", "H", "H", "H", "H", "H", "H"], "coordinates": [[-1.127, 1.054, -0.246], [0.251, 1.672, -0.163], [1.332, 0.630, -0.125], [0.591, -0.486, -0.915], [-0.818, -0.430, -0.360], [-0.975, -1.039, 1.076], [-0.414, -2.288, 1.239], [-1.449, 1.504, -1.102], [0.323, 2.229, 0.775], [0.332, 2.303, -1.087], [1.590, 0.185, 0.847], [2.213, 0.987, -0.662], [0.567, -0.332, -2.005], [1.085, -1.461, -0.798], [-1.529, -1.021, -0.958], [-0.529, -0.231, 1.779], [-1.989, -1.045, 1.460], [0.545, -2.231, 1.246]], "spin_multiplicity": 2, "molar_mass_g_mol": 101.15, "charge": 1, "homo_ev": [-14.98, -14.87], "orbital_gap_ev": [11.697, 6.124], "s2": 0.754}

---

Which structure is the most stable? The one labeled *2*.

---

*1*
{"formula": "C5H11NO", "method": "ωB97M-V with the def2-TZVPD basis set", "symbols": ["C", "N", "C", "C", "C", "C", "H", "H", "H", "H", "H", "H", "H", "H", "H", "H", "H", "O"], "coordinates": [[0.590, -0.727, -2.186], [1.299, -0.351, -0.945], [0.815, 0.413, 0.103], [-0.532, 0.615, 0.395], [-0.749, 1.525, 1.444], [-2.004, 1.959, 1.720], [0.676, 0.075, -2.959], [1.113, -1.611, -2.567], [-0.381, -0.935, -1.804], [2.267, -0.273, -1.145], [1.708, 0.789, 0.804], [-1.426, 0.335, -0.182], [0.120, 1.810, 2.098], [-1.950, 2.804, 2.382], [-2.947, 1.759, 1.331], [0.001, -2.255, 0.250], [1.190, -2.838, 0.594], [0.209, -3.094, 0.670]], "spin_multiplicity": 2, "molar_mass_g_mol": 101.15, "charge": 1, "homo_ev": [-13.71, -14.81], "orbital_gap_ev": [9.484, 7.784], "s2": 0.789}

---

*2*
{"formula": "C5H11NO", "method": "ωB97M-V with the def2-TZVPD basis set", "symbols": ["C", "C", "C", "N", "C", "C", "O", "H", "H", "H", "H", "H", "H", "H", "H", "H", "H", "H"], "coordinates": [[1.079, -0.858, -0.598], [2.367, -0.095, -0.617], [-0.277, -0.249, -0.998], [-0.911, 0.638, -0.026], [-0.402, 0.984, 1.299], [-1.213, 0.222, 2.257], [-0.906, -0.694, -1.975], [0.962, -1.030, 0.511], [1.284, -1.842, -1.191], [2.843, -0.462, 0.332], [2.248, 0.945, -0.515], [2.971, -0.318, -1.431], [-1.860, 0.819, -0.092], [-0.536, 2.048, 1.461], [0.705, 0.622, 1.143], [-0.942, 0.667, 3.233], [-2.336, 0.432, 2.146], [-1.036, -0.824, 2.334]], "spin_multiplicity": 2, "molar_mass_g_mol": 101.15, "charge": 1, "homo_ev": [-15.81, -15.59], "orbital_gap_ev": [11.821, 6.715], "s2": 0.779}

---

*3*
{"formula": "C5H11NO", "method": "ωB97M-V with the def2-TZVPD basis set", "symbols": ["C", "C", "C", "C", "C", "N", "O", "H", "H", "H", "H", "H", "H", "H", "H", "H", "H", "H"], "coordinates": [[-0.577, 2.326, -0.313], [-1.417, 1.134, 0.113], [-0.721, -0.176, -0.276], [0.474, -0.484, 0.675], [0.890, -1.909, 0.455], [1.741, -2.220, -0.481], [0.377, -2.838, 1.132], [-0.952, 3.318, -0.043], [-0.409, 2.335, -1.388], [0.421, 2.232, 0.130], [-1.515, 1.174, 1.198], [-2.410, 1.130, -0.327], [-1.405, -1.035, -0.238], [-0.358, -0.102, -1.297], [1.358, 0.127, 0.469], [0.165, -0.295, 1.710], [2.077, -3.183, -0.516], [2.263, -1.533, -1.005]], "spin_multiplicity": 2, "molar_mass_g_mol": 101.15, "charge": 1, "homo_ev": [-15.52, -15.51], "orbital_gap_ev": [11.413, 6.557], "s2": 0.755}

---

Which structure is the most stable? The one labeled *3*.

---

*1*
{"formula": "CH7N2O", "method": "ωB97M-V with the def2-TZVPD basis set", "symbols": ["O", "H", "H", "H", "N", "C", "N", "H", "H", "H", "H"], "coordinates": [[0.770, 1.326, 2.139], [0.490, 0.486, 0.200], [1.729, 1.446, 2.038], [0.673, 1.680, 3.039], [-0.162, 0.283, -0.568], [-0.327, -1.227, -0.891], [-0.676, -1.385, -2.072], [-1.070, 0.591, -0.202], [0.016, 0.946, -1.325], [-0.130, -1.973, -0.141], [-1.313, -2.173, -2.216]], "molar_mass_g_mol": 63.08, "charge": 1, "homo_ev": -15.74, "orbital_gap_ev": 11.619}

---

*2*
{"formula": "CH7N2O", "method": "ωB97M-V with the def2-TZVPD basis set", "symbols": ["N", "C", "N", "H", "H", "H", "H", "H", "H", "H", "O"], "coordinates": [[-0.508, 0.491, -1.323], [0.459, -0.033, -0.628], [1.445, 0.599, -0.043], [-0.614, 1.482, -1.320], [-1.163, -0.088, -1.809], [0.584, -1.100, -0.740], [2.199, 0.041, 0.358], [1.362, 1.524, 0.346], [-1.687, -0.397, 2.073], [-1.038, -1.728, 1.631], [-1.039, -0.790, 1.454]], "molar_mass_g_mol": 63.08, "charge": 1, "homo_ev": -15.71, "orbital_gap_ev": 12.251}

---

*3*
{"formula": "CH7N2O", "method": "ωB97M-V with the def2-TZVPD basis set", "symbols": ["N", "C", "N", "H", "H", "H", "H", "H", "H", "H", "O"], "coordinates": [[1.060, -0.209, -0.647], [0.359, -1.006, 0.369], [-0.792, -0.220, 0.818], [0.933, -1.411, 1.243], [1.772, -0.574, -1.267], [0.074, -1.809, -0.288], [-1.310, -0.363, 1.720], [-0.923, 0.786, 0.244], [-1.040, 2.511, -0.639], [0.425, 0.600, -0.939], [-0.558, 1.695, -0.614]], "molar_mass_g_mol": 63.08, "charge": 1, "homo_ev": -15.79, "orbital_gap_ev": 6.357}

---

Which structure is the most stable? The one labeled *2*.